i.
Entry from the Open Molecules 2025 dataset: the molecule C3H6N2O (wB97M-V/def2-TZVPD).

* SMILES: C/N=C/NC=O
* gap between HOMO and LUMO: 10.72 eV
* HOMO level: -9.7 eV
* net charge: 0

XYZ file:
```
12
C3H6N2O, DFT wB97M-V/def2-TZVPD
C 2.088 -0.362 -0.984
N 1.011 0.478 -0.508
C -0.075 -0.081 -0.193
N -1.154 0.657 0.278
C -2.359 0.122 0.657
O -3.287 0.771 1.075
H 2.948 -0.257 -0.315
H 1.830 -1.432 -1.056
H 2.407 -0.016 -1.972
H -0.273 -1.162 -0.254
H -1.038 1.660 0.358
H -2.394 -0.978 0.538
```



ii.
Entry from the Open Molecules 2025 dataset: the molecule C3H6N2O (wB97M-V/def2-TZVPD).

* SMILES: NC1=NCCO1
* gap between HOMO and LUMO: 9.59 eV
* HOMO level: -8.6 eV
* net charge: 0

XYZ file:
```
12
C3H6N2O, DFT wB97M-V/def2-TZVPD
N -0.861 -1.880 -0.757
C -0.293 -0.711 -0.370
N -0.912 0.394 -0.559
C -0.292 1.331 0.369
C 1.140 0.837 0.303
O 0.910 -0.666 0.251
H -1.792 -1.750 -1.121
H -0.530 -2.804 -0.573
H -0.509 2.360 0.061
H -0.706 1.195 1.383
H 1.585 1.238 -0.628
H 1.811 0.928 1.149
```



What should be chosen as the least stable of them? Choose ii.



i.
Entry from the Open Molecules 2025 dataset: a cluster of 2 separate species, C3H6N2O in total (wB97M-V/def2-TZVPD).

* SMILES: N#C[C@H]1CN1.O
* gap between HOMO and LUMO: 11.37 eV
* HOMO level: -10.8 eV
* net charge: 0

XYZ file:
```
12
C3H6N2O, DFT wB97M-V/def2-TZVPD
N 2.450 0.360 -0.977
C 1.394 0.405 -0.501
C -0.013 0.681 -0.179
C -0.999 0.103 -1.111
N -1.033 -0.329 0.263
H -0.130 1.662 0.269
H -0.619 -0.682 -1.752
H -1.783 0.739 -1.486
H -1.803 0.135 0.754
O 0.988 -0.782 1.872
H 0.081 -0.889 1.536
H 1.467 -1.404 1.312
```



ii.
Entry from the Open Molecules 2025 dataset: the molecule C3H6N2O (wB97M-V/def2-TZVPD).

* SMILES: C=N/C=C(\N)O
* gap between HOMO and LUMO: 8.83 eV
* HOMO level: -7.9 eV
* net charge: 0

XYZ file:
```
12
C3H6N2O, DFT wB97M-V/def2-TZVPD
C -1.124 0.349 2.039
N -0.126 0.055 1.284
C -0.442 -0.142 -0.096
C 0.539 -0.019 -0.991
N 1.874 0.049 -0.767
O 0.167 -0.349 -2.329
H -2.154 0.516 1.675
H -0.963 0.480 3.121
H -1.493 -0.201 -0.358
H 2.104 0.039 0.225
H 2.398 -0.592 -1.350
H -0.780 -0.184 -2.453
```



What should be chosen as the least stable of them? Choose i.



i.
Entry from the Open Molecules 2025 dataset: the molecule C3H6N2O (wB97M-V/def2-TZVPD).

* SMILES: [H]/N=N/C(O)=C\C
* gap between HOMO and LUMO: 8.95 eV
* HOMO level: -8.5 eV
* net charge: 0

XYZ file:
```
12
C3H6N2O, DFT wB97M-V/def2-TZVPD
H 2.248 2.718 1.859
N 1.682 2.475 0.989
N 1.153 1.437 1.295
C 0.461 0.731 -0.210
O 0.944 1.531 -1.153
C -0.239 -0.382 -0.655
C -1.036 -1.528 -0.006
H 1.232 2.392 -0.809
H -0.301 -0.281 -1.719
H -1.592 -1.352 0.929
H -0.429 -2.571 0.110
H -1.821 -1.614 -0.735
```



ii.
Entry from the Open Molecules 2025 dataset: the molecule C3H6N2O (wB97M-V/def2-TZVPD).

* SMILES: N/N=C/CC=O
* gap between HOMO and LUMO (spin up / spin down): 7.69 / 7.51 eV
* HOMO level (spin up / spin down): -7.5 / -7.3 eV
* net charge: 0

XYZ file:
```
12
C3H6N2O, DFT wB97M-V/def2-TZVPD
N -0.570 -0.601 -1.743
N -1.058 -0.406 -0.503
C -0.949 0.559 0.338
C 0.155 0.281 1.350
C 1.180 0.117 0.255
O 1.446 1.181 -0.351
H 0.444 -0.687 -1.799
H -1.001 -1.385 -2.208
H -1.807 1.172 0.573
H -0.021 -0.626 1.932
H 0.351 1.171 1.944
H 1.831 -0.776 0.213
```



What should be chosen as the least stable of them? Choose ii.



i.
Entry from the Open Molecules 2025 dataset: a cluster of 2 separate species, C3H12N2S in total (wB97M-V/def2-TZVPD).

* SMILES: CSC.NCN
* gap between HOMO and LUMO: 9.29 eV
* HOMO level: -8.6 eV
* net charge: 0

XYZ file:
```
18
C3H12N2S, DFT wB97M-V/def2-TZVPD
C 0.979 3.976 -2.691
S 1.265 3.894 -0.788
C 1.789 2.207 -0.803
H 0.797 3.051 -3.207
H 1.867 4.603 -2.974
H 0.149 4.667 -2.728
H 0.946 1.382 -0.761
H 2.406 1.777 -1.715
H 2.536 1.965 0.023
N -0.506 -3.471 0.843
C -1.769 -2.983 1.365
N -1.974 -3.174 2.735
H 0.155 -2.734 1.123
H -0.107 -4.298 1.181
H -1.808 -1.892 1.216
H -2.656 -3.463 0.837
H -2.838 -2.742 3.083
H -1.232 -2.765 3.262
```



ii.
Entry from the Open Molecules 2025 dataset: a cluster of 2 separate species, C3H12N2S in total (wB97M-V/def2-TZVPD).

* SMILES: CSC.NCN
* gap between HOMO and LUMO: 9.40 eV
* HOMO level: -8.5 eV
* net charge: 0

XYZ file:
```
18
C3H12N2S, DFT wB97M-V/def2-TZVPD
C -1.700 0.806 1.079
S -0.601 -0.022 2.265
C 0.838 1.109 2.085
H -2.100 1.798 1.406
H -1.019 0.838 0.225
H -2.642 0.241 0.807
H 1.680 0.685 2.861
H 0.639 2.191 2.366
H 1.125 1.120 1.020
N 0.670 -2.133 -1.704
C -0.193 -0.998 -1.697
N 0.442 0.233 -1.419
H 0.829 -2.416 -0.738
H 1.578 -1.811 -2.003
H -1.063 -1.265 -1.136
H -0.698 -0.935 -2.747
H 1.138 0.490 -2.105
H 1.079 0.069 -0.565
```



What should be chosen as the least stable of them? Choose i.



i.
Entry from the Open Molecules 2025 dataset: the molecule C3H5NO (wB97M-V/def2-TZVPD).

* SMILES: O=CN1CC1
* gap between HOMO and LUMO: 10.65 eV
* HOMO level: -9.7 eV
* net charge: 0

XYZ file:
```
10
C3H5NO, DFT wB97M-V/def2-TZVPD
O 0.205 -0.819 1.969
C -0.255 -1.132 0.873
N -0.514 -0.174 -0.057
C 0.104 0.333 -1.253
C 0.310 0.988 0.142
H -0.540 -2.154 0.635
H 0.857 -0.215 -1.818
H -0.682 0.734 -1.919
H -0.275 1.911 0.194
H 0.790 0.529 1.234
```



ii.
Entry from the Open Molecules 2025 dataset: the molecule C3H5NO (wB97M-V/def2-TZVPD).

* SMILES: C#CONC
* gap between HOMO and LUMO: 9.94 eV
* HOMO level: -9.1 eV
* net charge: 0

XYZ file:
```
10
C3H5NO, DFT wB97M-V/def2-TZVPD
C 1.687 1.520 -1.213
C 0.527 1.194 -1.141
O -0.553 0.606 -0.975
N -0.685 0.195 0.572
C -0.906 -1.196 0.745
H 2.611 1.996 -1.101
H 0.265 0.415 0.914
H -1.732 -1.486 0.113
H -0.101 -1.898 0.356
H -1.112 -1.346 1.730
```



iii.
Entry from the Open Molecules 2025 dataset: the molecule C3H5NO (wB97M-V/def2-TZVPD).

* SMILES: O=C[C@H]1CN1
* gap between HOMO and LUMO: 10.37 eV
* HOMO level: -9.7 eV
* net charge: 0

XYZ file:
```
10
C3H5NO, DFT wB97M-V/def2-TZVPD
O 1.251 -0.011 1.548
C 1.342 -0.304 0.376
C 0.281 0.073 -0.571
C -1.149 -0.154 -0.292
N -0.729 1.113 0.187
H 2.245 -0.814 -0.021
H 0.590 0.039 -1.653
H -1.734 -0.018 -1.185
H -1.435 -0.951 0.382
H -0.654 1.014 1.238
```



What should be chosen as the least stable of them? Choose ii.



i.
Entry from the Open Molecules 2025 dataset: the molecule C3H5NO (wB97M-V/def2-TZVPD).

* gap between HOMO and LUMO: 8.32 eV
* HOMO level: -7.4 eV
* net charge: 0

XYZ file:
```
10
C3H5NO, DFT wB97M-V/def2-TZVPD
O 1.903 -1.109 0.274
C 1.287 0.077 0.303
N 0.054 0.134 0.005
C -1.220 0.797 -0.032
C -1.072 -0.705 -0.197
H 1.890 0.927 0.600
H -1.572 1.197 0.919
H -1.335 1.486 -0.870
H -1.123 -1.029 -1.242
H 1.187 -1.775 0.240
```



ii.
Entry from the Open Molecules 2025 dataset: the molecule C3H5NO (wB97M-V/def2-TZVPD).

* SMILES: C=CN1CO1
* gap between HOMO and LUMO: 10.36 eV
* HOMO level: -9.2 eV
* net charge: 0

XYZ file:
```
10
C3H5NO, DFT wB97M-V/def2-TZVPD
C 0.059 -0.138 1.680
C -0.691 -0.345 0.593
N -0.085 -0.712 -0.697
C 0.337 0.311 -1.555
O 1.301 -0.358 -0.789
H -0.354 0.181 2.628
H 1.007 -0.057 1.497
H -1.812 -0.229 0.415
H 0.168 -0.009 -2.527
H 0.069 1.356 -1.244
```



What should be chosen as the least stable of them? Choose ii.